A molecular structure, C34H34I2N8O3STi, computed with ωB97M-V/def2-TZVPD.

XYZ file:
```
83
Properties=species:S:1:pos:R:3:lowdin_spin:R:1
Ti -0.02615 0.08070 1.05331 0.464
I -7.60717 0.88554 2.40379 0.001
C -5.61201 0.41054 1.95327 0.008
C -5.31846 -0.77024 1.28945 -0.001
C -3.99666 -1.08473 1.05076 0.006
I -3.54060 -2.86154 0.01532 0.000
C -2.93129 -0.26735 1.47576 0.000
O -1.67402 -0.64223 1.32144 0.024
C -3.26951 0.95635 2.07987 0.006
C -2.17451 1.88272 2.54344 0.001
N -1.00411 1.94876 1.64596 -0.002
C -1.24459 2.73241 0.42026 0.003
C -1.80766 1.82826 -0.64189 0.001
C -2.99687 2.10139 -1.29363 0.001
C -3.47418 1.19863 -2.22988 0.000
C -2.72801 0.06202 -2.48873 0.001
C -1.54663 -0.13610 -1.79660 0.000
N -1.08488 0.71952 -0.87919 0.000
C -4.59607 1.27336 2.32462 -0.001
H -6.10774 -1.43268 0.96305 0.000
H -2.59113 2.88570 2.67123 0.000
H -1.81123 1.55085 3.51801 0.001
H -0.27714 2.38479 2.21593 0.001
H -1.91296 3.57656 0.60305 0.000
H -0.28758 3.12355 0.07068 0.002
H -3.54222 3.00649 -1.06252 0.000
H -4.41209 1.37844 -2.73754 0.000
H -3.06426 -0.68214 -3.19621 0.000
H -0.93764 -1.00784 -1.99223 0.000
H -4.84109 2.20510 2.82014 0.000
O 0.77020 2.04910 3.86385 0.093
S 1.18835 0.62619 3.91429 0.092
N 0.70980 -0.21315 2.76265 -0.042
C 6.64673 4.55873 -1.48855 0.011
C 5.40272 3.94133 -0.92763 0.059
C 4.75863 4.50542 0.17094 -0.007
C 3.64006 3.93392 0.74223 0.049
C 2.99948 4.61315 1.92467 0.006
C 3.12962 2.72358 0.19514 0.010
C 2.03080 2.12577 0.86647 0.165
O 1.39771 1.05353 0.56686 -0.017
C 3.75515 2.16575 -0.95729 0.045
C 3.22871 0.90996 -1.59310 0.006
C 4.86935 2.78002 -1.48680 -0.008
H 6.82101 5.54804 -1.07068 0.000
H 6.59258 4.63857 -2.57440 0.002
H 7.50873 3.93235 -1.24864 0.004
H 5.14869 5.42436 0.59235 -0.002
H 3.45808 5.58609 2.08440 0.000
H 3.12251 4.02769 2.83855 0.002
H 1.92995 4.77062 1.77545 0.002
H 1.69652 2.63825 1.76445 0.010
H 3.31322 0.07730 -0.89278 0.002
H 3.79407 0.67306 -2.49257 0.000
H 2.17629 1.02284 -1.85794 0.002
H 5.34533 2.34688 -2.35917 -0.002
C -0.28155 -3.29809 2.14422 0.000
C 0.21945 -3.00226 0.77538 0.001
N 0.62801 -1.81805 0.32253 0.000
C 1.09570 -2.02097 -0.96383 0.000
C 0.94181 -3.32328 -1.29536 0.000
N 0.39274 -3.93125 -0.18796 0.000
C 0.01796 -5.33421 -0.12535 0.000
N 1.10364 -6.17873 -0.49784 0.000
N 1.01702 -6.95947 -1.61113 0.000
N 2.06209 -7.67031 -1.70351 0.000
C 2.89599 -7.39585 -0.63845 0.000
C 4.14501 -7.90770 -0.28731 0.000
C 4.72760 -7.41371 0.85813 0.000
C 4.10236 -6.42994 1.64348 0.000
C 2.86907 -5.91115 1.31036 0.000
C 2.27793 -6.42254 0.15754 0.000
H -0.10440 -2.42950 2.76662 0.000
H 0.23159 -4.15917 2.57538 0.000
H -1.35077 -3.50755 2.13334 0.000
H 1.52695 -1.22339 -1.54436 0.000
H 1.18542 -3.87361 -2.18841 0.000
H -0.79042 -5.53159 -0.82807 0.000
H -0.31987 -5.55571 0.88601 0.000
H 4.62453 -8.66280 -0.89481 0.000
H 5.69503 -7.78577 1.16755 0.000
H 4.60266 -6.06894 2.53219 0.000
H 2.39215 -5.14098 1.90367 0.000
```

Net charge: +1
Orbital gap (alpha / beta) (eV): 5.3 / 6.9
Multiplicity: 2
<S²>: 0.787
Max |F| (eV Å⁻¹): 3.5

5 unconnected molecules or ions with the total composition C21H38BrN5O3, computed with ωB97M-V/def2-TZVPD.

XYZ file:
```
68
Properties=species:S:1:pos:R:3:mulliken_charge:R:1
Br -1.84263 -0.23888 0.87135 -0.658
C -4.96452 0.32418 5.03998 -1.312
C -5.25138 0.30043 3.58425 0.882
O -5.86073 1.10479 2.89956 -0.433
N -4.57975 -0.95854 2.92774 0.189
H -3.91591 -0.60125 2.25561 -0.237
H -4.06472 -1.41983 3.66398 0.377
C -5.67528 -1.84927 2.25417 -0.736
H -5.26121 1.20715 5.60605 0.367
H -3.88864 0.26781 5.20548 0.366
H -5.53351 -0.50250 5.46536 0.396
H -6.37670 -1.19859 1.73193 0.327
H -5.99704 -2.40295 3.13621 0.372
H -5.13054 -2.45178 1.52730 0.330
C -5.20220 4.04098 -0.03213 -1.018
C -4.06919 2.96345 -0.03842 0.425
O -3.07894 3.06721 0.63406 -0.360
N -4.18315 1.70894 -0.90938 0.061
H -3.92639 0.93094 -0.31871 0.008
H -5.17586 1.58871 -1.05139 0.462
C -3.42474 1.74812 -2.22571 -0.618
H -5.67440 4.13170 -1.01034 0.418
H -4.69348 4.99320 0.11815 0.346
H -5.90529 3.87912 0.78492 0.311
H -2.36397 1.58043 -2.03928 0.138
H -3.55274 2.67181 -2.79008 0.342
H -3.91408 0.95896 -2.79656 0.407
C 1.33929 -4.41078 3.39313 -1.038
C 0.63593 -3.47165 2.47611 0.489
O 0.54421 -3.69823 1.29923 -0.405
N 0.32376 -2.12552 3.08104 0.158
H -0.49018 -1.78778 2.58754 -0.115
H -0.02192 -2.23942 4.02318 0.438
C 1.38077 -1.06564 2.88749 -0.636
H 2.21509 -3.94221 3.84204 0.364
H 1.69653 -5.29817 2.87061 0.342
H 0.54503 -4.73032 4.06777 0.375
H 1.43622 -0.69825 1.86277 0.167
H 2.29843 -1.60518 3.12177 0.354
H 1.21565 -0.26286 3.60608 0.373
C 7.40145 -2.58592 -4.67606 -0.842
N 6.40533 -1.72331 -4.03307 0.002
C 5.75899 -2.14713 -2.87035 -0.272
C 4.76801 -1.37514 -2.32849 -0.873
C 4.41775 -0.12026 -2.91048 1.067
C 5.18740 0.26753 -4.05734 -0.664
C 6.17574 -0.50451 -4.52780 -0.295
C 3.39782 0.76893 -2.25324 0.986
C 3.55951 2.11312 -2.27169 -0.673
C 2.52049 2.95302 -1.92039 -0.189
N 1.47391 2.48428 -1.25684 0.134
C 1.33435 1.14059 -1.03871 0.107
C 2.37018 0.22263 -1.54175 -0.737
C 0.43788 3.33665 -0.75027 -0.973
H 7.53922 -3.52003 -4.13149 0.265
H 8.40004 -2.17283 -4.81845 0.355
H 6.94857 -2.76782 -5.65069 0.421
H 6.08275 -3.13317 -2.57153 0.400
H 4.26327 -1.75573 -1.45282 0.327
H 5.01908 1.17598 -4.61661 0.490
H 6.70214 -0.34606 -5.45743 0.482
H 4.41132 2.49401 -2.81551 0.565
H 2.46635 4.01249 -2.12286 0.437
H 0.48791 0.87140 -0.42432 -0.055
H 2.36109 -0.80897 -1.22219 0.438
H -0.35700 3.30429 -1.49540 0.331
H 0.78527 4.35832 -0.59659 0.361
H 0.06966 2.94954 0.19981 0.386
```

Net charge: +4
Orbital gap (eV): 7.4
Max |F| (eV Å⁻¹): 4.5

A molecular structure, BCuH18O7, computed with ωB97M-V/def2-TZVPD.

XYZ file:
```
27
Properties=species:S:1:pos:R:3:lowdin_spin:R:1
Cu 15.01241 -4.50162 -18.58368 0.640
B 15.43907 -5.08955 -20.84403 0.128
H 15.85440 -5.77254 -20.11927 0.032
H 16.22608 -4.81515 -21.52928 0.019
H 14.69631 -5.65598 -21.38413 0.039
H 14.87988 -4.22148 -20.53098 0.043
O 15.12519 -3.00242 -23.33007 0.002
H 14.19624 -2.86532 -23.14438 0.000
H 15.38547 -3.71120 -22.74175 0.000
O 12.70862 -4.32105 -18.88421 0.016
H 12.11429 -4.61393 -18.19340 0.001
H 12.15036 -3.83460 -19.49079 0.000
O 14.18397 -7.95487 -21.98726 0.004
H 13.84800 -8.50837 -21.28227 0.000
H 14.21394 -7.07613 -21.60890 0.002
O 15.30793 -2.16293 -18.92548 0.001
H 14.78771 -1.73512 -19.60561 0.000
H 15.75752 -1.44488 -18.47995 0.000
O 14.18239 -6.87324 -18.46112 0.002
H 14.55423 -7.69971 -18.76920 0.000
H 13.28565 -7.09292 -18.20849 0.000
O 17.22933 -4.57196 -18.46701 0.060
H 17.68030 -5.35245 -18.78901 0.000
H 17.57578 -3.85713 -19.00106 0.000
O 17.69802 -5.42340 -23.07590 0.008
H 16.96022 -5.20572 -22.50626 0.002
H 18.43307 -4.92622 -22.71711 0.000
```

Net charge: +1
Orbital gap (alpha / beta) (eV): 8.6 / 5.2
Multiplicity: 2
<S²>: 0.754
Max |F| (eV Å⁻¹): 4.8

C2HCl2NO2 in the gas phase, computed with ωB97M-V/def2-TZVPD.

XYZ file:
```
8
Properties=species:S:1:pos:R:3:mulliken_charge:R:1
O 0.12939 2.12191 0.63624 -0.484
N 1.23004 1.73555 0.72192 0.850
O 2.20481 2.10426 1.33078 -0.494
C 1.44474 0.07110 0.20928 0.250
Cl 2.85782 -0.46372 0.89877 -0.093
C 0.42579 -0.70751 -0.21341 -0.230
Cl 0.59162 -2.43285 -0.24376 -0.139
H -0.57505 -0.53129 -0.70887 0.339
```

Orbital gap (eV): 9.8
Max |F| (eV Å⁻¹): 5.1

A molecular structure, C30H34N7O5S5W, computed with ωB97M-V/def2-TZVPD.

XYZ file:
```
82
Properties=species:S:1:pos:R:3:mulliken_charge:R:1
W -0.42239 -0.13692 -0.62639 1.544
N -1.01159 2.97293 -3.85819 -0.302
C -1.13254 1.94548 -2.98747 0.588
S -1.04493 2.33173 -1.28193 -0.495
N -1.34510 0.76028 -3.46588 -1.759
N -1.27327 -0.29534 -2.60313 1.468
C -2.14608 -1.26237 -2.91242 -0.440
C -2.31360 -2.33192 -2.04531 0.458
C -3.54621 -3.07082 -1.96835 -0.893
C -3.87693 -3.61868 -0.79298 -0.965
C -2.98947 -3.36415 0.37991 -0.345
C -1.59410 -3.26131 -0.08474 -0.706
N -1.30579 -2.60165 -1.17324 0.422
H -1.10228 3.90790 -3.50390 0.216
H -1.20941 2.80013 -4.82961 0.261
H -2.83144 -1.07101 -3.72767 0.491
H -4.19667 -3.10816 -2.83298 0.514
H -4.80558 -4.14843 -0.63049 0.462
H -3.11254 -4.09565 1.17316 0.519
H -0.76883 -3.60023 0.52436 0.375
S 1.71849 1.20809 0.37829 -0.195
C 2.11819 1.52234 -1.25078 0.193
N 1.47012 0.90147 -2.19183 0.533
C 1.92396 1.26188 -3.44926 -0.900
C 1.47818 0.74727 -4.66517 -0.088
C 2.04406 1.21652 -5.83535 -0.792
C 3.05014 2.18446 -5.81223 -0.572
C 3.51132 2.69493 -4.61248 -0.553
C 2.95000 2.21891 -3.43611 0.790
S 3.33686 2.63608 -1.78678 -0.265
H 0.68929 0.00828 -4.66920 0.344
H 1.70542 0.82439 -6.78556 0.433
H 3.47479 2.53737 -6.74244 0.405
H 4.29723 3.43830 -4.58345 0.412
C -0.53197 2.52406 6.14305 -1.056
N -0.95727 2.66000 4.76297 0.019
N -0.55718 1.77357 3.78220 0.730
C -1.34169 1.97494 2.65127 -0.108
O -1.25619 1.37296 1.54534 0.078
C -2.26213 2.99378 3.01369 -0.912
C -1.99870 3.37397 4.30383 0.826
C -2.68655 4.37711 5.15944 -1.697
C 0.68236 1.08859 3.93140 -0.412
C 0.72253 -0.29072 3.83163 -0.253
C 1.93729 -0.94513 3.97217 -0.713
C 3.09224 -0.23117 4.24758 -0.484
C 3.03766 1.15007 4.37519 -0.866
C 1.83533 1.81538 4.21106 0.491
H -0.01471 1.57725 6.26541 0.353
H -1.40349 2.53615 6.79585 0.407
H 0.14359 3.32903 6.43392 0.347
H -3.00460 3.42567 2.36599 0.468
H -3.29077 5.03314 4.53882 0.392
H -1.96459 4.97872 5.71116 0.374
H -3.34339 3.88817 5.88167 0.333
H -0.18378 -0.83669 3.63036 0.302
H 1.96943 -2.02307 3.87534 0.448
H 4.03385 -0.75071 4.36612 0.428
H 3.93523 1.71460 4.58937 0.408
H 1.79251 2.89509 4.28264 0.533
O 1.29531 -1.47038 -1.36442 -0.722
S 1.48988 -2.94778 -1.04242 0.473
C 3.32303 -3.08087 -1.07230 -0.636
C 3.69542 -4.02922 -2.20418 -0.655
C 2.68800 -3.75882 -3.31881 -0.547
C 1.32182 -3.79702 -2.65187 -0.680
H 3.67111 -3.40704 -0.09381 0.451
H 3.65840 -2.06073 -1.25887 0.202
H 3.61761 -5.06561 -1.86833 0.309
H 4.72052 -3.85844 -2.53124 0.372
H 2.75820 -4.49633 -4.11780 0.446
H 2.86427 -2.77130 -3.75039 0.178
H 1.00306 -4.81725 -2.43024 0.518
H 0.53835 -3.27704 -3.19963 0.220
C -4.23397 0.20665 1.50974 -1.146
S -2.68789 -0.69198 1.20825 0.873
O -2.42747 -0.16865 -0.23379 -0.716
O -3.50462 -2.08150 1.00361 -0.362
O -0.36619 -1.11097 0.76854 -0.268
H -4.96333 -0.14364 0.78479 0.462
H -4.01408 1.26067 1.36060 0.266
H -4.57173 0.01040 2.52467 0.371
```

Net charge: +1
Orbital gap (alpha / beta) (eV): 6.0 / 6.0
Max |F| (eV Å⁻¹): 3.8

2 unconnected molecules or ions with the total composition C2H5ClN2O, computed with ωB97M-V/def2-TZVPD.

XYZ file:
```
11
Properties=species:S:1:pos:R:3:mulliken_charge:R:1
C 0.23792 -0.33701 -0.19805 0.888
C 1.72935 -0.11760 -0.08034 -0.931
N -0.52288 0.74740 -0.27926 -0.436
N -2.23552 0.16553 0.73092 -0.234
O -0.23771 -1.44032 -0.07371 -0.663
Cl -3.39834 0.30813 -0.46290 0.041
H 1.97405 0.86979 -0.56780 0.306
H 2.08303 0.07264 1.01965 0.229
H 2.37167 -0.92810 -0.59007 0.263
H -0.01077 1.57624 -0.24336 0.176
H -1.99079 -0.91670 0.74494 0.362
```

Orbital gap (alpha / beta) (eV): 8.1 / 8.2
Max |F| (eV Å⁻¹): 3.8

> max |F| of number 3 (BCuH18O7)?

4.8 eV Å⁻¹

> Which of these has the lowest max |F|?

C34H34I2N8O3STi

What did the third record say?
A molecular structure, BCuH18O7, computed with ωB97M-V/def2-TZVPD.

XYZ file:
```
27
Properties=species:S:1:pos:R:3:lowdin_spin:R:1
Cu 15.01241 -4.50162 -18.58368 0.640
B 15.43907 -5.08955 -20.84403 0.128
H 15.85440 -5.77254 -20.11927 0.032
H 16.22608 -4.81515 -21.52928 0.019
H 14.69631 -5.65598 -21.38413 0.039
H 14.87988 -4.22148 -20.53098 0.043
O 15.12519 -3.00242 -23.33007 0.002
H 14.19624 -2.86532 -23.14438 0.000
H 15.38547 -3.71120 -22.74175 0.000
O 12.70862 -4.32105 -18.88421 0.016
H 12.11429 -4.61393 -18.19340 0.001
H 12.15036 -3.83460 -19.49079 0.000
O 14.18397 -7.95487 -21.98726 0.004
H 13.84800 -8.50837 -21.28227 0.000
H 14.21394 -7.07613 -21.60890 0.002
O 15.30793 -2.16293 -18.92548 0.001
H 14.78771 -1.73512 -19.60561 0.000
H 15.75752 -1.44488 -18.47995 0.000
O 14.18239 -6.87324 -18.46112 0.002
H 14.55423 -7.69971 -18.76920 0.000
H 13.28565 -7.09292 -18.20849 0.000
O 17.22933 -4.57196 -18.46701 0.060
H 17.68030 -5.35245 -18.78901 0.000
H 17.57578 -3.85713 -19.00106 0.000
O 17.69802 -5.42340 -23.07590 0.008
H 16.96022 -5.20572 -22.50626 0.002
H 18.43307 -4.92622 -22.71711 0.000
```

Net charge: +1
Orbital gap (alpha / beta) (eV): 8.6 / 5.2
Multiplicity: 2
<S²>: 0.754
Max |F| (eV Å⁻¹): 4.8